Record 1
87
Properties=species:S:1:pos:R:3 method="wB97M-V/def2-TZVPD" de_lowest_kj_mol=3.2 total_charge=-1 homo_energy_ev=-3.28 lumo_ha=0.0875 largest_force_ev_per_a=1.21
Ca -0.234 -0.050 -0.163
O -1.125 -1.025 1.603
C -0.986 -0.788 2.863
C -2.050 -1.064 3.759
C -1.958 -0.804 5.109
C -0.796 -0.268 5.660
C 0.265 -0.005 4.815
C 0.209 -0.239 3.437
C 1.410 0.114 2.681
N 1.484 0.122 1.407
N 2.684 0.569 0.848
C 2.713 0.289 -0.434
O 1.840 -0.342 -1.107
C 3.928 0.785 -1.168
C 4.059 0.496 -2.522
C 5.159 0.948 -3.236
C 6.139 1.695 -2.601
C 6.013 1.988 -1.249
C 4.916 1.536 -0.535
H -2.947 -1.493 3.328
H -2.806 -1.029 5.749
H -0.721 -0.070 6.721
H 1.185 0.406 5.219
H 2.290 0.421 3.255
H 3.279 -0.083 -2.997
H 5.247 0.722 -4.292
H 6.996 2.055 -3.157
H 6.773 2.576 -0.748
H 4.804 1.757 0.517
C -3.982 1.560 -2.539
C -3.340 1.112 -1.260
O -2.481 0.229 -1.260
N -3.794 1.672 -0.119
C -3.355 1.275 1.204
C -2.317 2.190 1.804
C -2.649 3.075 2.821
C -1.664 3.891 3.352
C -0.378 3.795 2.848
C -0.134 2.877 1.839
N -1.076 2.091 1.324
H -3.204 1.917 -3.209
H -4.725 2.345 -2.413
H -4.452 0.681 -2.985
H -4.344 2.507 -0.228
H -2.946 0.266 1.142
H -4.228 1.241 1.860
H -3.664 3.103 3.196
H -1.894 4.584 4.151
H 0.433 4.402 3.226
H 0.865 2.755 1.437
C 0.340 2.489 -1.726
C -0.647 3.148 -2.415
C -0.795 3.089 -3.850
C -1.785 3.755 -4.516
C -2.741 4.533 -3.837
C -2.612 4.640 -2.433
C -1.620 3.994 -1.755
C -3.792 5.188 -4.524
N -4.661 5.710 -5.084
H 0.494 2.733 -0.681
H 1.135 1.958 -2.232
H -0.068 2.521 -4.420
H -1.839 3.677 -5.597
H -3.306 5.268 -1.883
H -1.536 4.130 -0.682
C -0.614 -0.920 -5.382
C -0.455 -0.487 -3.931
P -0.526 -1.794 -2.646
C -2.039 -2.729 -3.096
C -2.394 -3.795 -2.068
C 0.869 -2.899 -3.117
C 1.414 -3.688 -1.935
H -0.494 -0.075 -6.062
H -1.601 -1.347 -5.569
H 0.127 -1.672 -5.661
H -1.203 0.262 -3.655
H 0.508 0.006 -3.770
H -1.949 -3.169 -4.094
H -2.836 -1.981 -3.147
H -1.643 -4.587 -2.034
H -3.352 -4.265 -2.300
H -2.461 -3.367 -1.066
H 1.652 -2.243 -3.507
H 0.575 -3.563 -3.938
H 1.719 -3.008 -1.138
H 2.283 -4.283 -2.223
H 0.669 -4.370 -1.523

Record 2
110
Properties=species:S:1:pos:R:3 method="wB97M-V/def2-TZVPD" homo_energy_ev=-8.50 lumo_ha=-0.0193 largest_force_ev_per_a=2.52
C 1.521 -5.504 -2.151
N 1.136 -4.167 -1.616
C 2.056 -3.215 -2.239
C 2.046 -1.842 -1.588
C 3.062 -1.483 -0.738
C 3.138 -0.251 -0.126
N 4.296 -0.034 0.715
C 5.320 0.205 -0.033
C 5.306 1.176 -1.217
C 6.646 -0.507 0.215
C 2.169 0.722 -0.335
P 2.269 2.364 0.462
N 2.093 3.458 -0.632
O 3.679 2.563 1.212
O 1.110 2.494 1.591
C 1.121 0.381 -1.205
C 1.045 -0.871 -1.810
C -0.172 -1.156 -2.731
O -0.693 -2.246 -2.741
C -0.653 0.041 -3.541
C -1.193 0.022 -4.977
C -2.450 -0.833 -5.249
C -3.131 -0.232 -6.513
I -1.979 -2.873 -5.816
C -0.556 1.216 -2.937
C 0.000 1.365 -1.549
O -0.403 2.213 -0.782
H 1.882 -6.193 -1.376
H 2.308 -5.417 -2.914
H 0.681 -6.003 -2.651
H 1.227 -4.137 -0.607
H 1.711 -3.060 -3.273
H 3.106 -3.561 -2.250
H 3.842 -2.220 -0.542
H 4.904 2.153 -0.931
H 6.327 1.357 -1.573
H 4.742 0.791 -2.077
H 6.514 -1.593 0.206
H 7.151 -0.147 1.121
H 7.328 -0.277 -0.614
H 1.273 4.018 -0.430
H 3.805 1.924 1.931
H 0.913 3.442 1.651
H -0.395 -0.261 -5.677
H -1.473 1.055 -5.205
H -3.203 -0.793 -4.459
H -3.343 0.829 -6.405
H -3.994 -0.824 -6.831
H -2.390 -0.341 -7.324
H -0.850 2.149 -3.419
C -2.234 4.787 2.340
C -0.972 5.028 3.126
O -1.141 6.350 3.593
C -2.486 6.546 3.713
O -2.981 7.434 4.321
O -3.181 5.587 3.055
F 0.129 4.981 2.324
H -2.157 5.145 1.312
H -2.531 3.742 2.328
H -0.832 4.356 3.974
C -3.749 10.779 4.494
C -2.489 11.020 5.280
O -2.662 12.347 5.743
C -4.010 12.543 5.861
O -4.507 13.432 6.463
O -4.702 11.578 5.202
F -1.390 10.972 4.486
H -3.671 11.133 3.465
H -4.043 9.732 4.485
H -2.352 10.350 6.130
C -2.686 -5.019 -1.327
C -3.748 -6.084 -1.345
O -3.042 -7.209 -1.844
C -1.737 -7.040 -1.472
O -0.918 -7.899 -1.494
O -1.506 -5.769 -1.073
F -4.754 -5.779 -2.202
H -2.559 -4.504 -2.273
H -2.854 -4.278 -0.550
H -4.168 -6.318 -0.364
C 0.760 -6.135 2.529
C -0.437 -6.620 3.307
O -1.326 -5.517 3.230
C -1.043 -4.878 2.058
O -1.752 -4.080 1.540
O 0.150 -5.277 1.558
F -0.133 -6.845 4.609
H 1.449 -5.556 3.141
H 1.310 -6.940 2.051
H -0.919 -7.506 2.890
C -4.180 5.002 -6.018
C -2.961 5.281 -5.176
O -2.964 4.197 -4.262
C -3.563 3.153 -4.903
O -3.503 2.024 -4.546
O -4.229 3.572 -6.007
F -3.087 6.439 -4.487
H -5.092 5.401 -5.571
H -4.088 5.384 -7.032
H -2.021 5.288 -5.730
C 3.280 -7.543 6.498
C 4.514 -6.680 6.518
O 4.882 -6.636 5.150
C 3.729 -6.776 4.436
O 3.620 -6.526 3.282
O 2.722 -7.233 5.218
F 5.514 -7.258 7.225
H 3.518 -8.607 6.543
H 2.583 -7.303 7.297
H 4.351 -5.664 6.884

Record 3
90
Properties=species:S:1:pos:R:3 method="wB97M-V/def2-TZVPD" de_lowest_kj_mol=0.0 multiplicity=2 s_squared=0.77 total_charge=+1 homo_energy_ev="-9.95 / -10.11" lumo_ha="-0.1062 / -0.1507" largest_force_ev_per_a=1.78
Ru -0.258 -0.346 1.567
C -2.957 -1.232 5.126
O -2.149 -2.380 5.387
C -0.807 -2.372 5.189
C -0.082 -3.285 5.915
C 1.312 -3.380 5.794
C 1.985 -2.544 4.948
C 1.283 -1.621 4.145
C 2.028 -0.708 3.352
N 1.446 0.166 2.577
N 2.097 1.251 2.137
C 1.230 2.026 1.487
O -0.032 1.812 1.471
C 1.778 3.147 0.687
C 3.140 3.214 0.398
C 3.608 4.136 -0.524
C 2.723 5.004 -1.153
C 1.370 4.966 -0.839
C 0.898 4.037 0.074
C -0.155 -1.551 4.218
O -0.877 -0.803 3.440
H -3.857 -1.377 5.718
H -3.218 -1.158 4.071
H -2.458 -0.314 5.435
H -0.626 -3.924 6.598
H 1.852 -4.095 6.399
H 3.067 -2.569 4.897
H 3.110 -0.657 3.462
H 3.819 2.534 0.895
H 4.662 4.173 -0.764
H 3.091 5.720 -1.876
H 0.683 5.655 -1.312
H -0.153 3.989 0.327
C -5.978 0.766 2.172
Ge -5.499 0.654 0.283
C -5.964 -1.116 -0.415
C -6.324 2.036 -0.819
C -3.517 0.905 0.264
Se -2.577 -0.743 0.702
C -2.468 -1.449 -1.103
H -6.991 0.402 2.338
H -5.920 1.795 2.528
H -5.292 0.155 2.762
H -7.003 -1.328 -0.161
H -5.344 -1.894 0.030
H -5.873 -1.160 -1.500
H -7.405 1.891 -0.826
H -5.966 1.971 -1.847
H -6.116 3.034 -0.435
H -3.245 1.610 1.050
H -3.123 1.282 -0.680
H -3.461 -1.410 -1.542
H -2.128 -2.478 -1.034
H -1.770 -0.865 -1.696
C 1.391 -3.444 -0.506
C 0.508 -3.566 0.686
N -0.349 -2.675 1.173
C -1.060 -3.334 2.169
C -0.618 -4.605 2.288
N 0.374 -4.733 1.344
H 1.138 -2.553 -1.068
H 1.252 -4.310 -1.154
H 2.447 -3.400 -0.232
H -1.859 -2.851 2.700
H -0.910 -5.408 2.939
H 0.906 -5.566 1.155
N 2.348 1.713 -4.865
C 3.314 1.689 -5.846
C 3.367 2.226 -7.129
C 4.519 1.989 -7.847
C 5.584 1.242 -7.310
C 5.527 0.713 -6.041
C 4.367 0.942 -5.295
N 4.039 0.530 -4.021
C 2.844 1.005 -3.801
C 2.098 0.753 -2.571
C 2.688 -0.004 -1.561
C 1.948 -0.347 -0.454
N 0.665 0.010 -0.289
C 0.129 0.821 -1.211
C 0.798 1.205 -2.352
H 1.458 2.174 -4.921
H 2.550 2.801 -7.546
H 4.608 2.383 -8.851
H 6.466 1.080 -7.915
H 6.341 0.137 -5.624
H 3.717 -0.317 -1.666
H 2.380 -0.932 0.346
H -0.865 1.188 -0.993
H 0.299 1.869 -3.044

Record 4
94
Properties=species:S:1:pos:R:3 method="wB97M-V/def2-TZVPD" de_lowest_kj_mol=87.9 total_charge=+1 homo_energy_ev="-9.75 / -9.68" lumo_ha="-0.1005 / -0.0995" largest_force_ev_per_a=1.91
Mo -0.478 -0.451 0.348
O 1.531 -0.919 3.942
C 0.773 -0.917 3.007
O 0.974 -0.360 1.845
C -0.607 -1.615 3.055
O -1.042 -2.231 3.991
O -1.260 -1.442 1.920
N -1.187 1.010 -2.401
C -0.867 2.443 -2.366
C -1.243 3.136 -1.055
C -0.266 2.900 0.091
N -0.494 1.722 0.966
H -0.557 0.537 -3.038
H -2.120 0.882 -2.778
H -1.344 2.971 -3.197
H 0.210 2.547 -2.504
H -2.270 2.902 -0.756
H -1.228 4.211 -1.252
H -0.269 3.783 0.735
H 0.735 2.807 -0.331
H -1.266 1.939 1.601
H 0.320 1.651 1.578
C 0.287 -5.680 0.409
N -1.005 -5.012 0.342
C -2.215 -5.567 0.700
C -3.147 -4.620 0.561
N -2.510 -3.459 0.093
C -1.168 -3.724 -0.007
S 0.121 -2.750 -0.484
C -3.231 -2.246 -0.077
C -4.619 -2.355 -0.132
C -5.405 -1.227 -0.018
C -4.781 -0.003 0.140
C -3.411 0.026 0.034
N -2.620 -1.054 -0.137
H 0.112 -6.746 0.528
H 0.857 -5.301 1.256
H 0.844 -5.498 -0.506
H -2.304 -6.583 1.042
H -4.190 -4.671 0.795
H -5.088 -3.316 -0.258
H -6.483 -1.314 -0.038
H -5.330 0.911 0.315
H -2.893 0.966 0.074
N 0.865 0.039 -0.823
P 2.243 0.072 -1.608
C 2.125 -0.789 -3.194
C 0.922 -1.368 -3.581
C 0.820 -2.008 -4.809
C 1.917 -2.069 -5.652
C 3.123 -1.494 -5.269
C 3.229 -0.857 -4.044
C 2.690 1.776 -2.003
C 2.371 2.342 -3.234
C 2.606 3.691 -3.461
C 3.159 4.476 -2.460
C 3.481 3.916 -1.229
C 3.246 2.570 -0.999
C 3.656 -0.594 -0.712
C 4.958 -0.248 -1.081
C 6.037 -0.786 -0.403
C 5.825 -1.660 0.656
C 4.535 -1.995 1.035
C 3.449 -1.467 0.352
H 0.078 -1.337 -2.905
H -0.117 -2.464 -5.102
H 1.838 -2.567 -6.609
H 3.981 -1.542 -5.926
H 4.172 -0.413 -3.753
H 1.947 1.728 -4.020
H 2.362 4.127 -4.420
H 3.347 5.526 -2.639
H 3.919 4.527 -0.451
H 3.493 2.133 -0.038
H 5.132 0.459 -1.884
H 7.044 -0.512 -0.690
H 6.670 -2.068 1.194
H 4.368 -2.652 1.879
H 2.445 -1.702 0.669
C -1.682 4.232 5.787
C -2.867 4.150 4.821
C -3.047 2.769 4.282
N -2.576 2.362 3.155
N -2.798 1.028 2.904
C -3.442 0.444 3.869
N -3.794 -0.876 3.838
S -3.850 1.509 5.174
H -1.541 5.257 6.128
H -0.766 3.900 5.300
H -1.846 3.604 6.663
H -2.712 4.812 3.969
H -3.781 4.468 5.325
H -3.185 -1.414 3.231
H -3.911 -1.317 4.737

Record 5
84
Properties=species:S:1:pos:R:3 method="wB97M-V/def2-TZVPD" total_charge=+1 homo_energy_ev=-10.49 lumo_ha=-0.1863 largest_force_ev_per_a=2.18
C -1.422 -3.665 2.090
C -1.249 -2.844 1.238
C -0.738 -1.779 0.467
C 0.500 -1.862 -0.145
C 1.366 -3.079 -0.040
C 2.539 -2.840 0.879
C 2.698 -3.531 2.003
C 0.932 -0.752 -0.852
N 0.162 0.325 -0.919
C 0.653 1.521 -1.654
P 2.407 2.007 -1.324
O 2.483 3.458 -1.381
O 2.927 1.470 0.078
O 3.284 1.325 -2.473
N -1.039 0.444 -0.395
C -1.493 -0.593 0.289
C -2.874 -0.481 0.867
C -3.819 0.027 -0.236
N -5.216 -0.156 0.158
H -1.575 -4.396 2.845
H 1.730 -3.354 -1.030
H 0.792 -3.918 0.332
H 3.256 -2.062 0.634
H 1.850 -4.045 2.438
H 3.648 -3.627 2.504
H 1.899 -0.800 -1.331
H 0.489 1.400 -2.724
H 0.057 2.368 -1.337
H 2.235 1.163 0.676
H 2.703 1.176 -3.230
H -3.205 -1.461 1.187
H -2.873 0.255 1.667
H -3.622 1.081 -0.440
H -3.652 -0.502 -1.173
H -5.812 -0.171 -0.662
H -5.529 0.654 0.679
C 6.424 6.400 1.036
C 6.081 5.063 0.892
C 4.780 4.715 0.557
C 3.821 5.695 0.359
C 4.164 7.034 0.502
C 5.464 7.386 0.843
H 7.437 6.675 1.299
H 6.827 4.293 1.040
H 4.509 3.673 0.452
H 2.812 5.414 0.096
H 3.419 7.804 0.347
H 5.729 8.429 0.958
C 4.866 4.440 4.030
C 3.991 3.372 3.889
C 4.088 2.276 4.735
C 5.057 2.250 5.729
C 5.930 3.319 5.872
C 5.837 4.412 5.021
H 4.791 5.292 3.368
H 3.232 3.399 3.115
H 3.408 1.440 4.622
H 5.131 1.398 6.392
H 6.684 3.301 6.648
H 6.521 5.244 5.130
C -7.927 -1.432 -3.370
C -7.203 -0.249 -3.310
C -5.872 -0.228 -3.705
C -5.267 -1.389 -4.168
C -5.993 -2.572 -4.231
C -7.321 -2.594 -3.828
H -8.963 -1.449 -3.060
H -7.679 0.658 -2.958
H -5.307 0.696 -3.657
H -4.231 -1.373 -4.481
H -5.521 -3.476 -4.593
H -7.885 -3.517 -3.872
C -1.701 -5.497 -1.431
C -2.143 -6.782 -1.712
C -3.471 -6.998 -2.060
C -4.353 -5.928 -2.133
C -3.909 -4.644 -1.855
C -2.586 -4.431 -1.503
H -0.666 -5.331 -1.156
H -1.455 -7.616 -1.661
H -3.817 -8.000 -2.273
H -5.387 -6.096 -2.407
H -4.591 -3.805 -1.914
H -2.249 -3.424 -1.282